{
  "formula": "C12H16F9LaN2O3S",
  "method": "ωB97M-V/def2-TZVPD",
  "species": ["C", "C", "C", "O", "C", "C", "O", "O", "N", "S", "C", "C", "C", "N", "C", "F", "F", "C", "F", "F", "C", "F", "F", "C", "F", "F", "F", "H", "H", "H", "H", "H", "H", "H", "H", "H", "H", "H", "H", "H", "H", "H", "H", "La"],
  "positions_angstrom": [[3.3330, 1.9275, 1.9061], [3.7157, 0.8306, 0.7434], [2.5560, -0.3639, 0.5613], [2.2633, -0.7132, -0.8113], [0.8479, -0.4453, -1.2339], [0.9968, -0.3872, -2.9015], [2.1131, -0.8984, -3.4946], [-0.0052, 0.1539, -3.8259], [0.5371, 0.9443, -0.7976], [1.5638, 2.1115, -1.6741], [-0.8454, 1.4455, -1.0147], [-1.7788, 1.5702, 0.3664], [-0.9791, 2.2061, 1.6452], [-1.1773, 1.2439, 2.8117], [-0.0371, -1.6737, -0.6715], [0.9189, -2.8207, -0.4018], [-0.5332, -1.3075, 0.7079], [-1.1517, -2.3581, -1.6311], [-2.0323, -1.4837, -2.4082], [-0.3890, -3.1868, -2.6440], [-2.1243, -3.4833, -0.9010], [-1.3854, -4.6349, -0.3218], [-2.9451, -4.0653, -2.0296], [-3.1801, -2.9215, 0.1911], [-3.6235, -1.5240, 0.0444], [-2.7014, -3.0824, 1.6137], [-4.4114, -3.7848, 0.1071], [3.4297, 1.4206, 2.9783], [2.2837, 2.4188, 1.7455], [4.1189, 2.8255, 1.9230], [4.7381, 0.3267, 1.0999], [3.9896, 1.3302, -0.3054], [1.6632, -0.1450, 1.2777], [3.0914, -1.3247, 1.0341], [0.8661, 2.4167, -2.8691], [-1.4927, 0.9203, -1.8295], [-0.7528, 2.5809, -1.3797], [-2.2831, 0.5611, 0.6731], [-2.6322, 2.3557, 0.0841], [0.1395, 2.4035, 1.3677], [-1.4575, 3.2561, 1.9351], [-0.2732, 0.9685, 3.2546], [-1.8629, 1.6343, 3.4955], [-3.1114, 2.7523, 1.5795]],
  "forces_ev_per_a": [[1.05, 0.08, 0.16], [0.62, 0.05, -0.16], [2.48, -0.66, 2.63], [-3.21, 1.26, 0.05], [3.00, -0.34, -1.13], [2.05, -1.71, -6.21], [-6.71, 3.12, 3.72], [4.29, -2.13, 5.47], [-1.95, 0.85, -1.32], [0.25, 0.23, -0.21], [-0.88, 1.32, -0.59], [3.58, -1.96, -2.66], [5.02, -2.18, -0.22], [-0.39, 1.81, -1.35], [2.09, -1.92, 1.96], [-3.46, 3.78, -0.83], [0.54, -0.80, -3.79], [-0.24, -2.44, -2.87], [2.75, -2.05, 2.78], [-2.35, 3.12, 3.34], [-0.35, -3.10, -1.84], [-2.42, 4.37, -1.79], [2.70, 2.19, 3.81], [-3.30, -1.63, 3.24], [1.66, -3.93, 0.27], [-1.44, 0.91, -5.17], [4.46, 3.46, 0.32], [-0.53, 1.07, -2.31], [1.67, -0.94, 0.30], [-1.73, -2.03, -0.17], [-2.38, 0.99, -0.84], [-0.89, -1.02, 2.34], [1.21, -0.28, -1.70], [-1.43, 1.94, -1.19], [0.36, -0.86, 1.20], [1.13, 0.35, 1.24], [-0.28, -2.49, 0.99], [0.66, 1.31, -0.28], [3.75, -3.12, -7.52], [-1.88, -0.44, 0.52], [5.61, 0.05, 0.32], [-0.98, 0.45, -0.25], [1.29, -0.58, 0.31], [-15.41, 3.91, 9.44]],
  "e_homo_ev": -13.91,
  "total_charge": 2,
  "total_energy_ha": -2129.1764,
  "multiplicity": 1
}